(1)
A 2-piece molecular cluster, C5H3N2O3 overall, computed with the ωB97M-V functional and the def2-TZVPD basis.

Each line ends with the natural charge from an NBO analysis.
Positions of all 13 atoms, in Å:
C (-1.03011, -2.23946, 0.22161)  0.196
C (-0.06254, -1.24776, 0.18141)  0.072
C (-1.34613, 0.45089, -0.65664)  0.547
C (-1.27222, 1.77485, 0.21657)  0.685
C (2.00237, -0.04644, 0.07126)  -0.467
N (-1.98862, -2.94638, 0.24588)  -0.363
N (1.17136, -1.14815, 0.35468)  -0.414
O (-0.14577, 2.24232, 0.44903)  -0.716
O (-1.73955, 0.32225, -1.75595)  -0.513
O (-2.38526, 2.14017, 0.47193)  -0.668
H (2.65744, -0.02474, 0.89113)  0.191
H (1.44909, 0.94324, 0.17633)  0.256
H (2.68993, -0.22077, -0.86723)  0.195

- net charge = -1
- LUMO energy (eV) = 3.6
- total energy (hartree) = -527.52323
- gap between HOMO and LUMO (eV) = 7.447
- energy relative to the best compared isomer or geometry (same formula, charge and spin) (kcal/mol) = 62.1
- highest occupied orbital energy (eV) = -3.83

***

(2)
One molecule with the formula C5H3N3, computed with the ωB97M-V functional and the def2-TZVPD basis.

Each line ends with the natural charge from an NBO analysis.
Positions of all 11 atoms, in Å:
N (1.17731, 2.13327, -1.82704)  -0.271
C (0.66467, 1.54427, -1.00006)  0.248
C (0.03393, 0.41099, -0.35999)  -0.268
C (-0.82272, -0.54216, -0.95487)  0.093
N (-1.14842, -1.59096, -0.05428)  -0.425
C (-0.52976, -1.48324, 1.23844)  0.246
N (0.14953, -0.54703, 1.85645)  -0.420
C (0.57945, 0.29557, 0.93748)  0.123
H (-1.04713, -0.21271, -2.07014)  0.255
H (-1.10891, -2.30109, 1.87345)  0.201
H (1.35362, 1.19428, 1.20476)  0.219

- LUMO energy (eV) = -0.5
- SMILES = N#Cc1cncnc1
- total energy (hartree) = -356.50161
- gap between HOMO and LUMO (eV) = 10.151
- energy relative to the best compared isomer or geometry (same formula, charge and spin) (kcal/mol) = 44.2
- highest occupied orbital energy (eV) = -10.63

***

(3)
One molecule with the formula C5H3NO, computed with the ωB97M-V functional and the def2-TZVPD basis.

Each line ends with the natural charge from an NBO analysis.
Positions of all 10 atoms, in Å:
C (2.53997, 0.43600, -0.11929)  -0.191
C (1.35058, 0.30980, 0.01327)  -0.032
C (-0.04840, 0.06382, 0.08201)  -0.265
C (-0.69036, -1.21143, 0.09224)  -0.006
N (-1.98782, -1.10523, 0.05757)  -0.106
O (-2.24944, 0.24711, 0.02564)  -0.266
C (-1.10071, 0.92492, 0.03941)  0.179
H (3.58353, 0.51909, -0.31710)  0.239
H (-0.22138, -2.18657, 0.11916)  0.228
H (-1.17597, 2.00249, 0.00710)  0.221

- LUMO energy (eV) = 0.9
- SMILES = C#Cc1cnoc1
- total energy (hartree) = -322.20474
- gap between HOMO and LUMO (eV) = 10.419
- energy relative to the best compared isomer or geometry (same formula, charge and spin) (kcal/mol) = 54.6
- highest occupied orbital energy (eV) = -9.50

***

Question: Which of these has the highest LUMO energy?
Answer: C5H3N2O3

***

Question: Which of these has the lowest gap between HOMO and LUMO?
Answer: C5H3N2O3

***

Question: What is the energy relative to the best compared isomer or geometry (same formula, charge and spin) in the first record?
Answer: 62.1 kcal/mol